1.
Here is one molecule with the formula C5H8N2 in a non-equilibrium geometry from the OMol25 dataset. Energies are from wB97M-V/def2-TZVPD.

XYZ file:
```
15
Properties=species:S:1:pos:R:3:forces:R:3:lowdin_charge:R:1
N 0.2477 1.6028 1.9953 0.7 -0.6 -0.6 0.145
C 0.8705 0.9216 1.2979 -0.4 0.4 0.6 -0.254
C 1.6848 0.0617 0.4150 0.0 0.1 0.0 -0.182
C 0.9203 -1.1434 -0.1695 0.0 0.0 0.0 -0.207
C -0.4609 -0.8103 -0.6796 -0.2 0.2 0.2 -0.128
C -0.9885 0.4191 -0.6863 0.2 -0.1 0.0 -0.249
N -2.3631 0.6704 -0.6373 -0.1 0.0 0.0 0.043
H 2.0743 0.6772 -0.4019 0.0 0.1 0.2 0.121
H 2.5370 -0.2552 1.0253 0.0 -0.1 -0.3 0.117
H 0.8016 -1.8892 0.6278 0.0 0.1 -0.1 0.113
H 1.5606 -1.6247 -0.9206 -0.1 0.2 0.1 0.108
H -1.1477 -1.6430 -0.8294 0.1 0.0 0.2 0.103
H -0.3711 1.3125 -0.6952 0.0 -0.1 0.1 0.104
H -2.5706 1.6299 -0.3966 0.0 -0.1 -0.1 0.079
H -2.7948 0.0706 0.0551 -0.2 0.0 -0.3 0.086
```
Positions in Å, forces in eV/Å.

Output
- energy above the lowest of the compared OMol25 structures with the same formula, charge and spin (kcal/mol) = 26.9
- gap between HOMO and LUMO (eV) = 9.1810
- net charge = 0
- spin multiplicity = 1
- structure (SMILES) = N#CCC/C=C/N

2.
Here is one molecule with the formula C5H8N2 in a non-equilibrium geometry from the OMol25 dataset. Energies are from wB97M-V/def2-TZVPD.

XYZ file:
```
15
Properties=species:S:1:pos:R:3:forces:R:3:lowdin_charge:R:1
C -1.2634 -1.2281 0.5645 1.0 0.1 0.4 -0.049
N -0.2122 -0.5962 -0.2487 0.6 0.2 -0.3 -0.133
C 1.0359 -1.0653 0.2229 1.0 0.5 -1.3 -0.196
C 1.9058 -0.0176 0.2423 0.2 -0.2 -0.3 -0.088
C 1.2296 1.1176 -0.2653 -0.3 0.4 0.1 -0.053
C -0.0754 0.7301 -0.5062 0.4 0.4 0.1 -0.383
N -1.1558 1.4739 -0.9219 -0.1 0.1 -0.1 0.131
H -1.8558 -0.4749 1.1161 0.5 -0.2 0.0 0.075
H -2.0060 -1.7668 -0.0772 1.0 -0.3 0.9 0.084
H -0.3250 -1.6401 1.2184 -4.0 -0.8 -0.1 0.126
H 1.2688 -2.0933 -0.0183 0.0 -0.2 0.8 0.119
H 2.9389 -0.0641 0.5534 0.0 0.0 -0.2 0.097
H 1.6580 2.0931 -0.4258 -0.1 0.1 0.1 0.091
H -2.0593 1.0704 -0.7225 0.0 0.1 0.0 0.083
H -1.0842 2.4613 -0.7317 -0.2 -0.1 0.0 0.095
```
Positions in Å, forces in eV/Å.

Output
- energy above the lowest of the compared OMol25 structures with the same formula, charge and spin (kcal/mol) = 52.9
- gap between HOMO and LUMO (eV) = 8.2296
- net charge = 0
- spin multiplicity = 1
- structure (SMILES) = Cn1cccc1N

3.
Here is one molecule with the formula C5H8N2 from the OMol25 dataset. Energies are from wB97M-V/def2-TZVPD.

XYZ file:
```
15
Properties=species:S:1:pos:R:3:forces:R:3:lowdin_charge:R:1
C -0.9038 -0.9117 -0.7102 0.1 -0.1 -0.3 -0.023
C 0.3253 -0.2343 -0.0188 -0.5 -0.1 -0.1 -0.577
N 1.5315 -0.9778 -0.3262 -0.1 0.0 0.3 0.087
C -0.3325 -0.0016 1.3248 0.0 0.0 0.4 -0.129
C -0.8684 1.2505 1.4840 0.5 -0.1 0.0 -0.101
C -0.2520 1.9125 0.3625 0.2 0.1 -0.2 -0.121
N 0.4385 1.1387 -0.4703 -0.3 0.1 0.1 0.084
H -0.5678 -1.3178 -1.6616 -0.1 0.0 -0.2 0.077
H -1.3391 -1.7199 -0.1075 0.3 0.2 -0.1 0.084
H -1.6963 -0.1704 -0.8513 0.2 -0.2 0.0 0.094
H 2.3321 -0.6824 0.2259 -0.2 0.1 0.1 0.085
H 1.3793 -1.9617 -0.1291 0.0 0.1 -0.1 0.082
H -0.5653 -0.9034 1.8947 0.0 0.3 0.1 0.092
H -0.3220 2.9752 0.1223 0.1 -0.2 0.1 0.106
H 0.9817 1.4175 -1.2770 -0.2 0.0 0.1 0.158
```
Positions in Å, forces in eV/Å.

Output
- energy above the lowest of the compared OMol25 structures with the same formula, charge and spin (kcal/mol) = 81.9
- gap between HOMO and LUMO (eV) = 7.4056
- net charge = 0
- spin multiplicity = 1
- structure (SMILES) = C[C@]1(N)C=C=CN1

4.
Here is one molecule with the formula C5H8N2 from the OMol25 dataset. Energies are from wB97M-V/def2-TZVPD.

XYZ file:
```
15
Properties=species:S:1:pos:R:3:forces:R:3:lowdin_charge:R:1
C 0.7274 0.8072 1.5144 0.0 0.0 0.2 -0.039
N 0.2925 0.6565 0.1266 0.2 0.6 -0.3 -0.186
C -0.8400 1.6506 -0.3527 -0.5 -0.5 0.0 -0.044
C -1.5076 0.8040 -1.1858 -0.1 0.3 0.1 -0.201
C -1.0407 -0.5747 -1.1774 0.3 -0.1 0.1 -0.044
C 0.0421 -0.6755 -0.3867 -0.3 0.2 -0.3 -0.355
N 0.9840 -1.6917 -0.1478 -0.1 -0.1 0.1 0.091
H 1.6475 0.2448 1.6842 0.0 0.1 0.0 0.085
H 0.8794 1.8706 1.6982 0.0 -0.1 0.0 0.089
H -0.0645 0.4422 2.1664 0.0 0.0 0.0 0.100
H 0.8984 1.2318 -0.4842 0.5 -0.6 0.0 0.161
H -2.3442 1.1399 -1.7859 0.0 -0.1 0.0 0.069
H -1.4728 -1.4015 -1.7319 0.1 0.1 0.1 0.104
H 0.9880 -2.0170 0.8155 0.0 0.1 -0.1 0.082
H 0.8104 -2.4874 -0.7528 0.1 0.1 0.1 0.088
```
Positions in Å, forces in eV/Å.

Output
- energy above the lowest of the compared OMol25 structures with the same formula, charge and spin (kcal/mol) = 86.6
- gap between HOMO and LUMO (eV) = 8.5362
- net charge = 0
- spin multiplicity = 1

5.
Here is one molecule with the formula C5H8N2 from the OMol25 dataset. Energies are from wB97M-V/def2-TZVPD.

XYZ file:
```
15
Properties=species:S:1:pos:R:3:forces:R:3:lowdin_charge:R:1
C 2.3678 -0.3752 -0.4299 0.0 0.0 0.0 -0.107
C 1.0573 0.0876 -1.0576 0.1 0.0 -0.2 -0.311
N 0.0041 0.1692 -0.0686 -0.3 -0.1 -0.3 0.020
C -1.0477 -0.5158 -0.2395 0.3 0.1 0.1 -0.241
N -2.0204 -0.5746 0.7864 0.7 -0.3 0.4 -0.050
C -1.7917 0.6341 1.7534 0.1 -0.5 -0.8 0.025
C -2.8836 0.5534 1.0984 0.1 0.4 0.3 -0.063
H 3.1757 -0.3751 -1.1695 -0.1 0.0 0.1 0.068
H 2.6546 0.2858 0.3937 -0.1 -0.1 -0.1 0.068
H 2.2696 -1.3893 -0.0296 0.0 0.1 0.0 0.070
H 0.7881 -0.5744 -1.8970 0.0 0.0 0.1 0.099
H 1.1931 1.0930 -1.4739 0.0 -0.1 0.0 0.107
H -1.1768 -1.2253 -1.0704 -0.2 0.2 0.1 0.123
H -0.8604 0.9681 2.1867 -0.6 0.0 0.3 0.099
H -3.9030 0.7986 0.8886 -0.1 0.2 -0.2 0.093
```
Positions in Å, forces in eV/Å.

Output
- energy above the lowest of the compared OMol25 structures with the same formula, charge and spin (kcal/mol) = 102.0
- gap between HOMO and LUMO (eV) = 9.4764
- net charge = 0
- spin multiplicity = 1
- structure (SMILES) = CC/N=C/N1C=C1

6.
Here is a 2-piece molecular cluster, C5H8N2 overall in a non-equilibrium geometry from the OMol25 dataset. Energies are from wB97M-V/def2-TZVPD.

XYZ file:
```
15
Properties=species:S:1:pos:R:3:forces:R:3:lowdin_charge:R:1
C 1.2841 -0.9891 -1.3038 -0.3 -0.3 0.0 -0.017
N 0.3973 -0.0325 -0.6603 -0.2 0.3 -0.1 -0.247
C 0.5668 1.3157 -0.6730 0.2 0.1 0.0 -0.163
C -0.4893 2.0228 -0.1154 -0.1 0.2 -0.6 -0.123
C -0.7691 -0.3723 1.7930 -0.3 -0.4 -0.6 0.119
C -1.3757 0.9619 0.0766 0.5 0.0 1.1 -0.226
N -0.8330 -0.3549 -0.2393 0.5 0.5 1.8 0.037
H 0.6643 -1.4078 -2.0865 0.4 -0.6 -0.3 0.085
H 1.6220 -1.7475 -0.5991 -0.2 -0.1 0.0 0.083
H 2.1993 -0.5473 -1.7424 -0.8 0.3 0.4 0.096
H 1.4812 1.6018 -1.1860 0.0 0.5 0.4 0.096
H -1.5790 0.0709 2.3772 0.3 0.4 -0.5 0.049
H 0.2361 -0.1541 2.2240 -0.7 0.2 -1.2 0.084
H -0.9952 -1.4144 1.6868 0.3 -0.5 0.2 0.030
H -2.4097 1.0468 0.4482 0.6 -0.5 -0.4 0.097
```
Positions in Å, forces in eV/Å.

Output
- energy above the lowest of the compared OMol25 structures with the same formula, charge and spin (kcal/mol) = 146.4
- gap between HOMO and LUMO (eV) = 7.0757
- net charge = 0
- spin multiplicity = 1

7.
Here is a 2-piece molecular cluster, C5H8N2 overall from the OMol25 dataset. Energies are from wB97M-V/def2-TZVPD.

XYZ file:
```
15
Properties=species:S:1:pos:R:3:forces:R:3:lowdin_charge:R:1
C -0.8088 -0.4617 -1.0529 -0.1 0.2 -0.1 -0.086
C -1.8180 0.3322 -0.8871 0.2 -0.1 -0.2 -0.099
C -1.8854 -0.9645 -0.1364 -0.2 -0.3 0.2 -0.161
H 0.1492 -0.7004 -1.4920 -0.2 0.1 0.0 0.085
H -2.3274 1.2545 -1.1233 0.1 -0.1 0.0 0.094
H -2.5569 -1.7544 -0.4823 0.1 0.1 0.1 0.072
H -1.7112 -0.9871 0.9452 0.0 0.1 -0.2 0.074
N 0.0158 1.8889 1.2740 0.4 -0.5 -0.1 0.140
C 0.7613 0.9275 1.0703 -0.2 0.1 0.0 -0.202
C 1.5180 -0.1194 0.8290 -0.2 0.1 0.2 -0.233
N 2.3767 -0.2773 -0.2972 0.2 0.2 0.0 0.009
H -0.8568 1.7782 0.7384 0.1 0.1 0.1 0.042
H 1.4042 -0.9881 1.4694 0.0 0.1 0.0 0.113
H 3.3223 -0.4979 -0.0006 -0.1 0.0 -0.1 0.073
H 2.4170 0.5694 -0.8544 0.0 -0.1 0.1 0.080
```
Positions in Å, forces in eV/Å.

Output
- energy above the lowest of the compared OMol25 structures with the same formula, charge and spin (kcal/mol) = 105.4
- gap between HOMO and LUMO (eV) = 9.1364
- net charge = 0
- spin multiplicity = 1
- structure (SMILES) = C1=CC1.N=C=CN

8.
Here is one molecule with the formula C5H8N2 in a non-equilibrium geometry from the OMol25 dataset. Energies are from wB97M-V/def2-TZVPD.

XYZ file:
```
15
Properties=species:S:1:pos:R:3:forces:R:3:lowdin_charge:R:1
C 1.1842 1.0568 -0.4883 -0.2 0.0 0.1 0.044
C -0.0441 0.7458 -0.0727 0.3 0.1 -0.1 -0.359
C -1.2916 1.1585 -0.8176 0.0 0.0 0.0 -0.065
C -0.1973 -0.1621 1.1267 0.0 0.1 0.1 -0.168
N -0.0238 -1.5836 0.7568 0.1 -0.2 -0.1 0.010
C 1.1308 -1.9063 0.1481 0.8 -0.3 -0.3 -0.347
N 2.1559 -2.1677 -0.3336 -1.0 0.2 0.5 0.142
H 2.0648 0.7687 0.0804 -0.1 0.0 -0.1 0.066
H 1.3583 1.5722 -1.4278 -0.1 0.1 0.1 0.070
H -1.5910 2.1745 -0.5322 0.0 -0.2 0.0 0.082
H -1.1322 1.1527 -1.8998 0.0 0.0 0.1 0.079
H -2.1380 0.4994 -0.5935 0.1 0.1 -0.1 0.072
H -1.1850 -0.0833 1.5920 0.2 0.0 -0.1 0.120
H 0.5497 0.0585 1.8950 -0.1 0.0 -0.1 0.122
H -0.8308 -2.0370 0.3510 0.0 0.1 0.0 0.132
```
Positions in Å, forces in eV/Å.

Output
- energy above the lowest of the compared OMol25 structures with the same formula, charge and spin (kcal/mol) = 31.3
- gap between HOMO and LUMO (eV) = 10.4262
- net charge = 0
- spin multiplicity = 1
- structure (SMILES) = C=C(C)CNC#N

9.
Here is a 2-piece molecular cluster, C5H8N2 overall from the OMol25 dataset. Energies are from wB97M-V/def2-TZVPD.

XYZ file:
```
15
Properties=species:S:1:pos:R:3:forces:R:3:lowdin_charge:R:1
N 1.8483 0.2639 -0.5082 0.1 0.2 0.3 0.043
C 1.4876 -0.3080 0.7490 0.2 -0.3 -0.1 -0.397
C 0.4124 0.1755 1.5661 0.3 0.1 0.2 -0.147
N 1.5226 0.4975 2.0581 -0.3 -0.1 -0.2 0.156
H 2.8599 0.3124 -0.5976 -0.1 0.0 0.0 0.074
H 1.4827 1.2061 -0.5929 0.0 -0.1 -0.1 0.067
H 1.8195 -1.3415 0.8348 0.0 0.1 0.1 0.119
H -0.6498 0.2871 1.7617 0.2 0.1 0.0 0.100
C -1.0957 -0.9047 -0.8677 -0.3 -0.1 0.1 -0.086
C -2.1173 -0.5122 -0.1814 0.1 -0.2 -0.1 -0.087
C -1.4790 0.5286 -1.0517 0.0 0.3 -0.1 -0.172
H -0.3791 -1.6603 -1.1458 -0.1 0.1 0.0 0.099
H -2.8846 -0.7099 0.5506 0.1 0.0 -0.1 0.094
H -0.8626 1.3156 -0.5991 -0.1 -0.1 0.0 0.061
H -1.9650 0.8498 -1.9759 0.0 -0.1 0.1 0.076
```
Positions in Å, forces in eV/Å.

Output
- energy above the lowest of the compared OMol25 structures with the same formula, charge and spin (kcal/mol) = 117.4
- gap between HOMO and LUMO (eV) = 10.2897
- net charge = 0
- spin multiplicity = 1
- structure (SMILES) = N[C@@H]1C=N1.C1=CC1

10.
Here is one molecule with the formula C5H8N2 from the OMol25 dataset. Energies are from wB97M-V/def2-TZVPD.

XYZ file:
```
15
Properties=species:S:1:pos:R:3:forces:R:3:lowdin_charge:R:1
C -2.3786 -0.1765 0.0046 -0.3 -0.4 0.0 -0.062
C -0.7603 0.4326 -0.0292 -0.1 0.2 -0.1 -0.271
C -1.5631 1.3195 -0.5912 0.4 -0.1 0.2 0.050
N 1.9371 1.2534 -0.3606 0.1 -0.3 0.1 0.107
C 1.6631 0.0653 0.0304 -0.1 0.2 0.0 -0.519
N 2.6037 -0.9373 0.2845 0.0 0.0 -0.1 0.091
C 0.2743 -0.3424 0.3168 0.0 0.0 0.0 -0.057
H -2.4857 -0.9078 -0.7937 0.1 0.1 0.1 0.092
H -2.3016 -0.6455 0.9935 0.1 0.1 -0.1 0.099
H -3.2737 0.4485 0.0393 0.1 -0.1 0.0 0.090
H -1.9347 2.1619 -0.0098 0.1 0.0 -0.1 0.077
H 2.9389 1.3551 -0.5383 -0.2 0.0 0.0 0.036
H 2.2995 -1.8890 0.1363 -0.1 0.1 0.0 0.081
H 3.5232 -0.7691 -0.1012 -0.1 0.0 0.1 0.086
H 0.1039 -1.2696 0.8521 0.0 0.1 -0.1 0.102
```
Positions in Å, forces in eV/Å.

Output
- energy above the lowest of the compared OMol25 structures with the same formula, charge and spin (kcal/mol) = 103.1
- gap between HOMO and LUMO (eV) = 8.7372
- net charge = 0
- spin multiplicity = 1

11.
Here is C5H8N2 as an isolated structure in a non-equilibrium geometry from the OMol25 dataset. Energies are from wB97M-V/def2-TZVPD.

XYZ file:
```
15
Properties=species:S:1:pos:R:3:forces:R:3:lowdin_charge:R:1
C -0.0390 0.1316 -0.0580 -1.8 1.0 -0.4 -0.438
C -0.6885 0.6455 1.1679 0.8 -0.8 -0.9 0.139
C 1.1299 1.0485 -0.0748 1.2 -0.4 -1.5 -0.139
C -0.8061 -0.3565 -1.2680 1.9 1.1 -1.6 -0.103
C 0.5382 1.5706 1.2356 -1.8 0.6 -2.3 -0.219
N -0.0042 -1.3166 -0.7141 1.0 0.4 1.1 -0.066
N -0.6478 -2.2836 -0.0628 -3.3 -0.7 -2.2 0.048
H 1.8592 0.2807 0.1273 1.7 0.6 -0.2 0.095
H 1.3744 1.6892 -1.0558 -0.6 -1.2 2.5 0.155
H -1.8271 -0.3837 -1.2332 -2.6 -0.4 0.4 0.088
H -0.4113 -0.0488 -2.2298 -0.1 0.6 0.0 0.125
H 0.3692 2.6127 1.3074 -0.6 1.2 -0.1 0.092
H 0.9947 1.3781 2.1299 1.8 -1.0 2.3 0.072
H -1.6492 -2.2662 0.0938 0.1 0.7 -0.1 0.107
H -0.1925 -2.7014 0.6346 2.4 -1.7 3.1 0.044
```
Positions in Å, forces in eV/Å.

Output
- energy above the lowest of the compared OMol25 structures with the same formula, charge and spin (kcal/mol) = 176.2
- gap between HOMO and LUMO (eV) = 8.1726
- net charge = 0
- spin multiplicity = 1

12.
Here is one molecule with the formula C5H8N2 in a non-equilibrium geometry from the OMol25 dataset. Energies are from wB97M-V/def2-TZVPD.

XYZ file:
```
15
Properties=species:S:1:pos:R:3:forces:R:3:lowdin_charge:R:1
C 2.2343 0.3533 0.0201 0.3 0.5 -0.7 -0.054
N 0.9024 -0.1325 0.2146 -0.1 0.0 -0.3 -0.221
C 0.3448 -1.3565 0.4161 0.2 0.2 0.2 -0.099
C -1.0215 -1.2006 0.3384 0.0 0.2 0.0 -0.053
C -1.2761 0.1717 0.0233 0.1 -0.2 -0.3 -0.341
N -2.5603 0.7154 -0.1006 -0.1 0.1 -0.2 0.069
C -0.0486 0.8014 -0.0986 -0.1 -0.3 -0.3 -0.071
H 2.1369 1.0316 -0.9194 1.2 -1.8 1.0 0.107
H 2.5038 1.0853 0.7871 0.0 -0.3 0.3 0.083
H 2.9248 -0.5042 0.0684 0.1 0.7 -0.7 0.096
H 0.9306 -2.2488 0.6023 0.0 0.3 0.1 0.113
H -1.7575 -1.9937 0.4361 0.2 0.3 0.1 0.097
H -3.2091 0.0710 -0.5345 0.0 0.2 0.0 0.080
H -2.5639 1.6072 -0.5747 -0.1 -0.1 0.0 0.079
H 0.4594 1.5994 -0.6786 -1.8 0.2 0.8 0.115
```
Positions in Å, forces in eV/Å.

Output
- energy above the lowest of the compared OMol25 structures with the same formula, charge and spin (kcal/mol) = 30.2
- gap between HOMO and LUMO (eV) = 8.4654
- net charge = 0
- spin multiplicity = 1
- structure (SMILES) = Cn1ccc(N)c1